No. 1
Computed, not measured: an isolated ion of composition C4H11N2O2 and charge +1 at a distorted geometry, with ωB97M-V/def2-TZVPD.

- Net charge: +1
- Max |F|: 2.75 eV/A
- ΔE to the lowest compared entry with this formula, charge and spin: 68.12 kJ/mol
- SMILES string: NC(=O)[C@@H]([NH3+])CCO
- Energy: -418.7739 Ha
- Gap between HOMO and LUMO: 0.4236 Eh

The geometry in XYZ format:
```
19
Properties=species:S:1:pos:R:3:mulliken_charge:R:1
N -0.56 2.63 0.59 -0.36
C 0.42 1.87 0.06 0.34
O 1.56 2.25 -0.10 -0.58
C 0.05 0.46 -0.31 0.02
N 1.19 -0.15 -1.02 -0.24
C -0.38 -0.45 0.81 -0.84
C -0.84 -1.81 0.34 -0.56
O 0.19 -2.39 -0.50 -0.54
H -1.56 2.59 0.47 0.23
H -0.27 3.43 1.10 0.25
H -0.80 0.48 -0.98 0.34
H 1.89 -0.44 -0.34 0.35
H 1.65 0.57 -1.60 0.37
H 0.92 -0.95 -1.60 0.36
H -0.98 -0.04 1.61 0.46
H 0.45 -0.68 1.51 0.35
H -1.72 -1.70 -0.33 0.37
H -1.03 -2.50 1.15 0.38
H -0.19 -3.16 -0.86 0.30
```


No. 2
Computed, not measured: C2H6ClN2P as an isolated structure at a distorted geometry, with ωB97M-V/def2-TZVPD.

- Max |F|: 4.48 eV/A
- ΔE to the lowest compared entry with this formula, charge and spin: 6.69 kJ/mol
- Energy: -990.8344 Ha
- Gap between HOMO and LUMO: 0.3531 Eh

The geometry in XYZ format:
```
12
Properties=species:S:1:pos:R:3:mulliken_charge:R:1
C -0.82 0.43 -0.72 -0.30
C -0.96 0.44 0.78 -0.51
N 0.62 0.02 -0.92 -0.25
N -0.03 -0.49 1.42 -0.51
P 1.17 -0.74 0.45 0.40
Cl 3.12 0.01 0.70 -0.27
H -1.44 -0.36 -1.28 0.27
H -1.03 1.45 -1.08 0.26
H -0.91 1.44 1.07 0.30
H -1.81 0.00 1.08 0.31
H 0.82 -0.01 -1.83 0.18
H 1.28 -2.16 0.34 0.13
```


No. 3
Computed, not measured: C33H40GeN2O6PtSSi as an isolated structure at a distorted geometry, with ωB97M-V/def2-TZVPD.

- Net charge: -1
- Multiplicity: 2
- Max |F|: 4.01 eV/A
- ΔE to the lowest compared entry with this formula, charge and spin: 334.34 kJ/mol
- Energy: -4726.4073 Ha
- Gap between HOMO and LUMO (alpha / beta): 0.1979 / 0.2122 Eh

The geometry in XYZ format:
```
85
Properties=species:S:1:pos:R:3:mulliken_charge:R:1
Pt -1.18 -1.03 0.59 2.83
C 1.39 5.04 1.75 -1.51
C 0.76 3.75 2.19 0.98
C -0.07 3.07 1.31 -0.05
C -0.66 1.87 1.67 0.37
C -0.40 1.33 2.92 -0.29
C 0.43 1.99 3.81 -0.91
C 1.00 3.21 3.45 -0.90
S -1.04 -0.29 3.36 1.11
O -1.43 -0.24 4.75 -0.85
O -0.02 -1.26 3.04 -0.63
N -2.32 -0.47 2.39 -0.33
C -3.28 -1.39 2.80 -0.69
C -3.00 -2.92 2.27 0.58
O -3.72 -3.74 2.81 -0.79
O -2.13 -3.02 1.41 -0.68
H 1.94 4.88 0.83 0.29
H 2.07 5.43 2.51 0.37
H 0.62 5.79 1.56 0.34
H -0.25 3.46 0.32 0.60
H -1.33 1.37 0.99 -0.12
H 0.62 1.54 4.76 0.52
H 1.64 3.73 4.14 0.35
H -4.26 -1.16 2.37 0.06
H -3.34 -1.46 3.89 0.45
C -4.57 1.13 -2.43 -1.32
Si -3.75 1.22 -0.68 0.30
C -5.13 0.56 0.47 -1.32
C -3.58 3.10 -0.32 -1.22
O -2.36 0.49 -0.68 -0.57
H -5.47 1.73 -2.47 0.45
H -4.86 0.11 -2.67 0.36
H -3.90 1.48 -3.21 0.30
H -6.10 0.98 0.24 0.48
H -4.91 0.77 1.51 0.31
H -5.21 -0.52 0.36 0.36
H -4.53 3.62 -0.37 0.43
H -2.92 3.56 -1.05 0.29
H -3.15 3.28 0.66 0.31
C 2.55 -4.63 -2.51 -0.56
C 3.27 -3.45 -2.58 -0.60
C 2.91 -2.37 -1.79 -0.07
C 1.83 -2.45 -0.93 -0.19
C 1.12 -3.64 -0.86 -0.29
C 1.47 -4.72 -1.64 -0.78
Ge 1.24 -0.92 0.25 0.48
C 2.52 -1.15 1.75 0.12
C 2.82 -0.08 2.60 -0.10
C 3.63 -0.24 3.70 -0.76
C 4.17 -1.48 3.99 -0.60
C 3.90 -2.55 3.16 -0.73
C 3.09 -2.38 2.05 -0.49
C 2.02 0.70 -0.69 0.24
C 3.36 1.05 -0.55 -0.53
C 3.87 2.16 -1.20 -0.72
C 3.05 2.94 -2.00 -0.54
C 1.72 2.59 -2.16 -0.69
C 1.21 1.49 -1.50 -0.37
H 2.82 -5.47 -3.12 0.35
H 4.11 -3.38 -3.25 0.37
H 3.47 -1.44 -1.86 0.27
H 0.26 -3.69 -0.20 0.38
H 0.90 -5.65 -1.58 0.45
H 2.40 0.89 2.37 0.66
H 3.85 0.62 4.33 0.45
H 4.81 -1.61 4.86 0.36
H 4.32 -3.52 3.38 0.38
H 2.90 -3.23 1.40 0.28
H 4.00 0.45 0.08 0.45
H 4.91 2.44 -1.07 0.42
H 3.46 3.81 -2.51 0.37
H 1.08 3.19 -2.80 0.45
H 0.16 1.23 -1.59 0.36
C 0.04 -1.77 -4.30 -0.52
N -1.28 -1.35 -3.89 0.31
C -2.16 -0.90 -4.94 -0.83
C -1.69 -1.48 -2.62 0.10
O -0.99 -1.93 -1.73 -0.71
H 0.01 -2.73 -4.82 0.31
H 0.66 -1.87 -3.41 -0.07
H 0.48 -1.01 -4.96 0.36
H -1.69 -0.09 -5.50 0.30
H -3.09 -0.54 -4.50 0.16
H -2.38 -1.72 -5.63 0.34
H -2.71 -1.12 -2.45 0.17
```


No. 4
Computed, not measured: an isolated molecule of C22H25NO5, with ωB97M-V/def2-TZVPD.

- Max |F|: 0.55 eV/A
- ΔE to the lowest compared entry with this formula, charge and spin: 118.31 kJ/mol
- SMILES string: CCOC(=O)[C@@H](Cc1ccccc1)NC(=O)CCC(=O)c1ccc(OC)cc1
- Energy: -1284.3298 Ha
- Gap between HOMO and LUMO: 0.3402 Eh

The geometry in XYZ format:
```
53
Properties=species:S:1:pos:R:3:mulliken_charge:R:1
C -2.24 1.99 -3.67 -1.05
C -2.14 0.49 -3.89 -0.31
O -1.07 -0.08 -3.14 -0.29
C 0.15 -0.02 -3.68 0.14
O 0.40 0.49 -4.74 -0.63
C 1.19 -0.68 -2.78 -0.02
C 2.21 0.38 -2.32 -1.33
C 1.52 1.48 -1.57 0.03
C 1.30 1.37 -0.21 -0.06
C 0.59 2.34 0.48 -0.56
C 0.10 3.44 -0.20 -0.58
C 0.33 3.57 -1.56 -0.69
C 1.03 2.60 -2.24 -0.29
N 0.59 -1.35 -1.66 0.05
C 0.51 -2.70 -1.58 0.42
O 0.93 -3.44 -2.44 -0.71
C -0.15 -3.21 -0.31 -0.62
C 0.93 -3.46 0.77 -1.01
C 1.50 -2.15 1.27 0.77
O 2.51 -1.68 0.77 -0.62
C 0.79 -1.45 2.35 0.62
C -0.48 -1.80 2.81 -0.60
C -1.11 -1.08 3.81 -0.92
C -0.47 0.03 4.38 0.98
O -0.99 0.80 5.36 -0.45
C -2.27 0.50 5.87 -0.86
C 0.81 0.38 3.93 -0.64
C 1.42 -0.34 2.94 -0.61
H -2.31 2.21 -2.61 0.25
H -1.36 2.49 -4.08 0.24
H -3.13 2.37 -4.17 0.45
H -3.04 -0.02 -3.54 0.34
H -1.98 0.27 -4.95 0.34
H 1.70 -1.45 -3.37 0.62
H 2.72 0.77 -3.20 0.54
H 2.94 -0.11 -1.67 0.39
H 1.71 0.53 0.33 0.48
H 0.43 2.24 1.54 0.42
H -0.46 4.20 0.33 0.42
H -0.05 4.44 -2.09 0.43
H 1.21 2.70 -3.30 0.46
H 0.20 -0.76 -0.94 0.22
H -0.90 -2.50 0.05 0.38
H -0.63 -4.16 -0.54 0.44
H 0.51 -4.04 1.59 0.43
H 1.73 -4.04 0.31 0.46
H -1.00 -2.65 2.40 0.30
H -2.09 -1.38 4.14 0.42
H -3.04 0.56 5.09 0.34
H -2.29 -0.50 6.32 0.35
H -2.47 1.25 6.63 0.24
H 1.29 1.23 4.39 0.44
H 2.41 -0.07 2.60 0.43
```


No. 5
Computed, not measured: C11H8AsNPdS4 as an isolated structure at a distorted geometry, with ωB97M-V/def2-TZVPD.

- Net charge: -2
- Multiplicity: 3
- Max |F|: 3.40 eV/A
- ΔE to the lowest compared entry with this formula, charge and spin: 111.53 kJ/mol
- Energy: -4435.1413 Ha
- Gap between HOMO and LUMO (alpha / beta): 0.1528 / 0.1980 Eh

The geometry in XYZ format:
```
26
Properties=species:S:1:pos:R:3:mulliken_charge:R:1
Pd 4.98 -1.10 11.33 -0.35
C 8.44 -2.51 9.26 -0.61
C 9.19 -3.07 10.30 -0.36
C 8.86 -2.75 11.59 -0.63
C 7.56 -2.16 11.80 1.35
N 6.80 -1.78 10.80 -0.17
C 7.28 -1.79 9.53 -0.19
C 7.09 -2.07 13.17 0.47
C 7.81 -2.52 14.24 -0.54
C 7.25 -2.31 15.47 -0.61
C 5.95 -1.77 15.61 -0.39
C 5.27 -1.35 14.49 0.33
C 5.74 -1.54 13.23 -0.83
H 8.63 -2.84 8.23 0.29
H 10.11 -3.64 10.08 0.32
H 9.44 -2.91 12.47 0.30
H 6.67 -1.20 8.84 0.31
H 8.69 -3.11 14.13 0.27
H 7.69 -2.62 16.44 0.28
H 5.43 -1.75 16.60 0.29
H 4.34 -0.74 14.51 0.23
S 1.96 1.00 7.91 -0.65
As 3.65 0.54 9.13 0.52
S 3.35 0.60 11.49 -0.47
S 4.05 -1.65 9.33 -0.52
S 5.39 1.65 8.62 -0.64
```


No. 6
Computed, not measured: an isolated molecule of C20H24N6O2 at a distorted geometry, with ωB97M-V/def2-TZVPD.

- Max |F|: 1.27 eV/A
- ΔE to the lowest compared entry with this formula, charge and spin: 16.68 kJ/mol
- SMILES string: C=CCNC(=O)c1c(N)n(CCN2CCOCC2)c2nc3ccccc3nc12
- Energy: -1255.5699 Ha
- Gap between HOMO and LUMO: 0.2892 Eh

The geometry in XYZ format:
```
52
Properties=species:S:1:pos:R:3:mulliken_charge:R:1
C -5.96 -2.97 -2.10 -0.78
C -5.66 -1.95 -1.32 -0.01
C -5.18 -2.08 0.09 -0.83
N -3.96 -1.33 0.30 -0.21
C -2.79 -1.90 0.63 0.62
O -2.65 -3.11 0.87 -0.85
C -1.68 -0.97 0.72 -0.37
C -0.39 -1.34 1.10 -0.23
N 0.00 -2.61 1.31 -0.32
N 0.44 -0.25 1.16 0.39
C 1.85 -0.24 1.44 -1.81
C 2.66 -0.69 0.21 0.05
N 4.04 -0.92 0.58 0.05
C 4.74 -1.92 -0.20 -0.82
C 5.16 -1.40 -1.58 -0.41
O 5.97 -0.25 -1.45 -0.41
C 5.30 0.77 -0.74 -0.49
C 4.85 0.29 0.65 -0.66
C -0.29 0.85 0.80 0.16
N 0.13 2.08 0.72 -0.48
C -0.82 2.98 0.35 0.12
C -0.46 4.33 0.24 -0.46
C -1.40 5.26 -0.13 -0.49
C -2.72 4.88 -0.40 -0.51
C -3.10 3.57 -0.30 -0.42
C -2.16 2.58 0.08 0.00
N -2.58 1.29 0.17 -0.64
C -1.65 0.43 0.52 1.76
H -6.32 -2.84 -3.11 0.27
H -5.87 -3.99 -1.75 0.25
H -5.76 -0.93 -1.68 0.26
H -4.96 -3.12 0.34 0.45
H -5.95 -1.71 0.78 0.26
H -3.95 -0.34 0.11 0.33
H 0.84 -2.82 1.82 0.22
H -0.79 -3.26 1.32 0.27
H 2.07 -0.90 2.28 0.15
H 2.11 0.78 1.71 0.50
H 2.53 0.05 -0.59 0.08
H 2.24 -1.64 -0.15 0.59
H 4.10 -2.80 -0.31 0.41
H 5.63 -2.20 0.36 0.36
H 5.77 -2.13 -2.11 0.37
H 4.27 -1.16 -2.18 0.30
H 6.00 1.60 -0.65 0.37
H 4.42 1.11 -1.32 0.30
H 4.29 1.08 1.15 0.30
H 5.74 0.05 1.24 0.38
H 0.56 4.61 0.45 0.44
H -1.12 6.30 -0.22 0.37
H -3.44 5.63 -0.69 0.38
H -4.11 3.25 -0.50 0.43
```


No. 7
Computed, not measured: C23H25Cl5IrN4 as an isolated structure, with ωB97M-V/def2-TZVPD.

- Net charge: +1
- Max |F|: 0.55 eV/A
- ΔE to the lowest compared entry with this formula, charge and spin: 41.57 kJ/mol
- Energy: -3515.5459 Ha
- Gap between HOMO and LUMO: 0.3072 Eh

The geometry in XYZ format:
```
58
Properties=species:S:1:pos:R:3:mulliken_charge:R:1
Ir -0.43 0.08 0.48 0.47
Cl 1.98 -0.92 1.47 -0.17
C 1.55 -1.81 0.03 0.73
C 0.39 -1.39 -0.59 -1.46
C 0.03 -2.07 -1.75 1.39
Cl -1.43 -1.69 -2.58 -0.18
C 0.82 -3.11 -2.25 -0.14
Cl 0.34 -3.93 -3.68 -0.16
C 1.99 -3.49 -1.60 0.49
Cl 2.96 -4.77 -2.21 -0.16
C 2.37 -2.83 -0.43 -0.28
Cl 3.79 -3.25 0.41 -0.18
C -0.14 1.81 -2.56 -0.61
N -0.21 2.93 -1.63 0.38
C -1.22 3.95 -1.90 -1.22
C 0.44 2.86 -0.46 0.22
N 0.77 1.68 0.06 -0.14
N 0.78 4.01 0.17 0.12
C 1.16 4.01 1.57 -1.13
C 1.13 5.23 -0.56 -1.17
H -0.55 2.14 -3.51 0.33
H -0.70 0.95 -2.21 -0.20
H 0.90 1.52 -2.72 0.27
H -2.19 3.46 -2.05 0.41
H -0.98 4.52 -2.79 0.34
H -1.31 4.62 -1.05 0.40
H 1.56 1.74 0.68 0.36
H 0.55 3.29 2.12 0.32
H 0.98 5.00 1.98 0.36
H 2.22 3.77 1.71 0.36
H 1.03 5.06 -1.63 0.38
H 2.16 5.49 -0.34 0.40
H 0.49 6.06 -0.27 0.37
C -4.38 2.65 -0.14 -0.52
C -3.56 2.66 0.98 -0.71
C -2.43 1.85 1.01 -0.50
C -2.10 1.04 -0.08 0.54
C -2.93 1.03 -1.19 0.08
C -4.07 1.83 -1.21 -0.69
H -5.27 3.27 -0.16 0.43
H -3.80 3.28 1.83 0.44
H -1.82 1.86 1.92 0.28
H -2.70 0.42 -2.04 0.02
H -4.71 1.82 -2.08 0.41
N -1.77 -1.44 1.14 -0.55
C -1.80 -1.93 2.52 0.51
C -0.95 -1.42 3.48 -0.06
C -1.01 -1.90 4.78 -0.90
C -1.92 -2.88 5.12 -0.47
C -2.79 -3.38 4.16 -0.67
C -2.73 -2.91 2.86 -0.44
H -2.70 -1.08 0.92 0.54
H -1.64 -2.25 0.52 0.48
H -0.24 -0.64 3.21 0.23
H -0.34 -1.50 5.53 0.40
H -1.97 -3.25 6.13 0.40
H -3.51 -4.15 4.42 0.39
H -3.40 -3.30 2.10 0.44
```


No. 8
Computed, not measured: a 8-piece molecular cluster, H16O8 overall at a distorted geometry, with ωB97M-V/def2-TZVPD.

- Max |F|: 3.12 eV/A
- ΔE to the lowest compared entry with this formula, charge and spin: 273.98 kJ/mol
- SMILES string: O.O.O.O.O.O.O.O
- Energy: -611.4783 Ha
- Gap between HOMO and LUMO: 0.3761 Eh

The geometry in XYZ format:
```
24
Properties=species:S:1:pos:R:3:mulliken_charge:R:1
O 7.31 31.06 -11.31 -0.68
H 6.98 30.25 -10.99 0.35
H 7.15 30.96 -12.26 0.32
O 6.28 32.61 -5.47 -0.64
H 7.08 32.44 -4.99 0.27
H 6.42 32.88 -6.40 0.40
O 8.58 29.86 -6.48 -0.59
H 9.30 29.27 -6.71 0.31
H 8.60 30.50 -7.20 0.33
O 3.62 32.44 -8.02 -0.75
H 3.56 31.58 -7.61 0.34
H 3.08 32.40 -8.79 0.26
O 6.78 30.06 -8.75 -0.74
H 7.66 30.44 -8.85 0.20
H 6.97 29.12 -8.61 0.33
O 2.50 33.95 -5.99 -0.63
H 1.71 34.32 -6.35 0.29
H 3.00 33.55 -6.71 0.42
O 6.29 32.67 -8.28 -0.77
H 6.44 31.70 -8.50 0.50
H 5.36 32.80 -8.17 0.45
O 4.62 31.40 -11.44 -0.61
H 5.46 31.79 -11.28 0.38
H 3.94 31.85 -10.89 0.27
```


No. 9
Computed, not measured: a 2-piece molecular cluster, C3H5NO2 overall at a distorted geometry, with ωB97M-V/def2-TZVPD.

- Max |F|: 1.11 eV/A
- ΔE to the lowest compared entry with this formula, charge and spin: 426.83 kJ/mol
- Energy: -322.4118 Ha
- Gap between HOMO and LUMO: 0.2953 Eh

The geometry in XYZ format:
```
11
Properties=species:S:1:pos:R:3:mulliken_charge:R:1
C -1.02 1.36 -0.09 -0.82
N 0.05 0.38 -0.03 -0.18
C -0.15 -0.92 0.21 0.33
O -1.20 -1.49 0.44 -0.59
C 1.82 -1.72 0.00 -0.07
O 2.50 -0.81 -0.30 -0.38
H -1.95 0.83 0.13 0.31
H -0.87 2.15 0.66 0.27
H -1.08 1.81 -1.08 0.28
H 1.00 0.66 -0.24 0.19
H 0.89 -2.24 0.29 0.64
```


No. 10
Computed, not measured: an isolated molecule of C3H2O2S at a distorted geometry, with ωB97M-V/def2-TZVPD.

- Max |F|: 1.75 eV/A
- ΔE to the lowest compared entry with this formula, charge and spin: 124.07 kJ/mol
- SMILES string: O=CC(=S)C=O
- Energy: -664.1187 Ha
- Gap between HOMO and LUMO: 0.2804 Eh

The geometry in XYZ format:
```
8
Properties=species:S:1:pos:R:3:mulliken_charge:R:1
O 1.05 1.90 -0.19 -0.41
C 0.78 0.88 -0.76 0.03
C -0.14 -0.19 -0.17 0.37
S -0.92 -1.21 -1.09 -0.20
C -0.30 -0.19 1.31 -0.04
O 0.54 0.15 2.10 -0.41
H 1.18 0.62 -1.81 0.29
H -1.24 -0.62 1.65 0.35
```


No. 11
Computed, not measured: C15H31EuNO2P2 as an isolated structure at a distorted geometry, with ωB97M-V/def2-TZVPD.

- Multiplicity: 8
- Max |F|: 4.60 eV/A
- ΔE to the lowest compared entry with this formula, charge and spin: 0.00 kJ/mol
- Energy: -2188.1778 Ha
- Gap between HOMO and LUMO (alpha / beta): 0.2318 / 0.2330 Eh

The geometry in XYZ format:
```
52
Properties=species:S:1:pos:R:3:mulliken_charge:R:1
P -1.26 -1.35 0.16 0.88
P 0.24 -0.70 2.85 0.80
C -0.68 -2.82 1.15 -0.89
C -0.32 -2.47 2.60 -1.06
H 0.17 -3.26 0.62 0.41
H -1.50 -3.56 1.12 0.45
H -1.20 -2.62 3.26 0.36
H 0.50 -3.10 2.97 0.44
C 1.99 -0.91 2.33 -1.23
H 2.58 -0.06 2.69 0.41
H 2.08 -0.95 1.23 0.07
H 2.39 -1.83 2.76 0.46
C 0.46 -0.53 4.66 -1.18
H 1.44 -0.93 4.97 0.42
H -0.33 -1.06 5.20 0.35
H 0.40 0.53 4.93 0.32
C -0.65 -1.80 -1.49 -1.20
H -1.14 -1.18 -2.26 0.31
H -0.82 -2.86 -1.72 0.57
H 0.43 -1.59 -1.56 0.12
C -3.09 -1.65 0.04 -1.62
H -3.59 -1.57 1.02 0.49
H -3.25 -2.66 -0.36 0.40
H -3.54 -0.90 -0.64 0.39
Eu -1.88 0.52 1.91 0.66
C 2.09 0.99 -1.21 0.10
C 2.56 -0.01 -1.98 -0.65
C 2.56 -0.12 -3.48 -0.49
C 1.61 0.84 -4.20 -0.97
C 0.16 0.65 -3.86 -0.06
C -0.58 1.22 -2.91 -0.85
C -0.14 2.10 -1.77 0.79
C 1.38 2.26 -1.60 -1.44
C -2.83 2.55 0.87 -1.34
H 2.32 0.95 -0.14 0.34
H 3.09 -0.83 -1.47 0.38
H 2.33 -1.17 -3.77 0.30
H 3.59 0.05 -3.85 0.38
H 1.95 1.86 -4.03 0.31
H 1.72 0.65 -5.28 0.41
H -0.34 -0.06 -4.53 0.33
H -1.67 1.08 -2.95 0.42
H -0.57 1.71 -0.83 -0.60
H -0.60 3.09 -1.89 0.49
H 1.80 2.76 -2.48 0.39
H 1.53 2.96 -0.77 0.46
H -3.28 2.90 1.83 0.36
H -3.60 2.43 0.10 0.31
H -2.04 3.24 0.54 0.21
O 0.06 3.04 3.83 -0.53
N -0.93 2.51 3.35 0.26
O -1.62 1.65 4.04 -0.48
```


No. 12
Computed, not measured: an isolated molecule of C4H7NO, with ωB97M-V/def2-TZVPD.

- Max |F|: 0.47 eV/A
- ΔE to the lowest compared entry with this formula, charge and spin: 560.55 kJ/mol
- Energy: -286.4181 Ha
- Gap between HOMO and LUMO (alpha / beta): 0.3039 / 0.2600 Eh

The geometry in XYZ format:
```
13
Properties=species:S:1:pos:R:3:mulliken_charge:R:1
C -0.63 1.50 0.89 -0.60
C -0.84 0.13 0.62 0.46
O -0.75 -0.84 1.43 -0.70
C 0.06 -0.09 -0.77 -0.08
C 1.38 -0.71 -0.55 -0.51
N 0.22 -1.48 -1.02 -0.63
H -1.82 0.24 0.03 0.22
H -0.82 2.24 0.11 0.29
H -0.32 1.85 1.88 0.28
H -0.18 0.58 -1.59 0.41
H 1.70 -0.86 0.47 0.24
H 2.17 -0.57 -1.29 0.27
H -0.18 -1.98 -0.22 0.35
```